DFT (ωB97M-V/def2-TZVPD) results for a 10-piece molecular cluster, C4H26O9 overall at a distorted geometry.

Geometry as XYZ:
```
39
C4H26O9, DFT ωB97M-V/def2-TZVPD
C 2.743 0.742 1.337
C 1.686 1.448 0.549
C 1.965 2.354 -0.430
C 0.905 3.139 -1.071
H 2.295 0.490 2.342
H 3.068 -0.076 0.706
H 3.619 1.312 1.416
H 0.769 1.234 1.110
H 2.969 2.310 -0.891
H -0.044 3.166 -0.432
H 1.034 4.142 -1.456
H 0.697 2.443 -1.902
O 2.325 -0.272 -2.913
H 2.668 0.251 -2.187
H 1.661 0.216 -3.441
O -2.918 -2.466 -2.036
H -2.016 -2.796 -1.855
H -3.376 -2.219 -1.285
O -1.839 0.060 2.687
H -2.595 0.186 3.157
H -1.835 -0.983 2.708
O -1.081 2.303 1.736
H -1.006 2.161 2.690
H -0.574 1.518 1.248
O -0.223 -1.664 -1.155
H 0.213 -1.131 -1.778
H -1.049 -1.309 -0.796
O -3.172 -0.843 0.406
H -2.575 -0.458 1.101
H -3.490 0.016 0.105
O -1.148 -2.565 2.984
H -0.543 -2.361 3.593
H -0.467 -2.881 2.225
O 1.425 -3.023 0.813
H 1.002 -2.348 0.267
H 1.468 -3.841 0.309
O -0.511 0.713 -3.372
H -1.179 1.124 -2.718
H -0.869 -0.095 -3.769
```

Results
**DFT total energy**: -845.0542 Eh
**SMILES**: C/C=C/C.O.O.O.O.O.O.O.O.O
**Relative energy (zero: lowest compared OMol25 entry of this formula, charge and spin)**: 86.2 kcal/mol
**HOMO-LUMO gap**: 9.1 eV
**LUMO**: 0.12 eV
**HOMO energy**: -9.016 eV
**Total charge**: 0

Löwdin atomic charge list, values in e, 2 entries: C -0.10; C -0.18



DFT (ωB97M-V/def2-TZVPD) results for a 14-piece molecular cluster, C50H103Cl4NO34 overall at a distorted geometry.

Geometry as XYZ:
```
192
C50H103Cl4NO34, DFT ωB97M-V/def2-TZVPD
C 0.172 9.993 3.303
C -0.850 11.150 3.273
C -1.311 11.682 4.658
O -2.001 10.688 5.410
C -2.563 11.265 6.604
N -0.262 12.275 2.556
H 0.293 9.448 2.366
H -0.055 9.275 4.091
H 1.150 10.428 3.505
H -1.711 10.788 2.710
H -1.935 12.556 4.469
H -0.460 12.022 5.248
H -1.812 11.576 7.330
H -3.036 10.455 7.158
H -3.249 12.076 6.356
H -0.348 11.903 1.621
H -0.744 13.157 2.654
C -2.129 1.041 -5.440
C -3.531 0.982 -4.888
O -4.424 1.193 -6.014
C -5.703 0.945 -5.842
O -6.179 0.405 -4.827
O -6.369 1.488 -6.805
C -7.766 1.524 -6.778
H -1.829 0.331 -6.211
H -1.399 0.760 -4.681
H -1.844 1.997 -5.880
H -3.691 1.731 -4.112
H -3.775 0.009 -4.462
H -8.291 0.577 -6.656
H -8.107 2.071 -7.657
H -8.105 2.178 -5.975
C 7.384 -0.260 4.477
C 7.961 -0.018 5.933
O 8.908 1.059 5.926
C 10.269 0.892 5.599
O 11.012 1.818 5.428
O 10.611 -0.447 5.569
C 11.916 -0.936 5.214
H 6.688 0.528 4.187
H 6.822 -1.190 4.388
H 8.207 -0.288 3.763
H 8.556 -0.863 6.278
H 7.087 0.164 6.558
H 12.170 -0.533 4.234
H 11.949 -2.022 5.134
H 12.610 -0.575 5.973
C -5.387 -6.016 -6.586
C -6.234 -5.037 -7.378
O -5.776 -4.902 -8.668
C -6.357 -4.242 -9.692
O -5.821 -4.089 -10.783
O -7.589 -3.834 -9.341
C -8.425 -3.233 -10.324
H -4.396 -5.565 -6.544
H -5.269 -6.980 -7.081
H -5.800 -6.166 -5.588
H -6.036 -4.039 -6.987
H -7.295 -5.284 -7.333
H -9.289 -2.823 -9.802
H -8.700 -3.966 -11.084
H -7.885 -2.497 -10.920
C 7.039 7.419 2.891
C 7.614 8.179 4.038
O 7.074 9.483 4.109
C 6.327 9.858 5.149
O 5.816 9.067 5.969
O 6.214 11.197 5.150
C 5.333 11.888 6.001
H 5.950 7.383 2.930
H 7.330 6.374 2.782
H 7.181 7.986 1.971
H 8.686 8.221 3.842
H 7.506 7.617 4.966
H 5.267 12.925 5.670
H 5.746 11.953 7.007
H 4.345 11.436 6.090
C -4.974 -9.313 1.101
C -6.162 -8.407 1.359
O -5.820 -7.580 2.453
C -6.632 -6.551 2.826
O -7.715 -6.279 2.227
O -6.080 -5.909 3.856
C -6.701 -4.723 4.324
H -4.757 -9.951 1.958
H -4.090 -8.689 0.968
H -5.098 -9.939 0.218
H -7.121 -8.913 1.465
H -6.110 -7.700 0.530
H -7.278 -4.999 5.206
H -7.172 -4.120 3.548
H -5.938 -4.059 4.730
C 7.198 -9.738 -3.437
C 5.725 -9.578 -3.003
O 5.410 -10.540 -2.031
C 4.129 -10.594 -1.550
O 3.166 -9.886 -1.837
O 4.130 -11.720 -0.794
C 3.038 -11.948 0.061
H 7.924 -9.484 -2.665
H 7.450 -9.112 -4.292
H 7.464 -10.710 -3.851
H 5.123 -9.772 -3.891
H 5.539 -8.564 -2.650
H 3.171 -11.339 0.956
H 2.880 -12.999 0.302
H 2.088 -11.615 -0.358
C -4.824 6.465 -5.233
C -6.230 6.380 -4.529
O -6.196 5.487 -3.475
C -5.571 5.709 -2.264
O -4.846 6.712 -2.066
O -6.002 4.872 -1.369
C -5.527 4.922 -0.017
H -4.956 6.765 -6.273
H -4.244 5.543 -5.200
H -4.134 7.164 -4.759
H -6.959 6.030 -5.260
H -6.478 7.405 -4.255
H -4.682 5.558 0.246
H -5.295 3.904 0.298
H -6.312 5.279 0.650
C -2.151 -3.836 8.565
C -3.069 -4.324 9.638
O -3.808 -5.405 9.121
C -4.940 -5.918 9.703
O -5.673 -5.285 10.489
O -5.208 -7.175 9.292
C -4.581 -7.793 8.192
H -1.291 -4.482 8.393
H -1.698 -2.862 8.752
H -2.629 -3.651 7.603
H -3.839 -3.615 9.940
H -2.619 -4.722 10.548
H -5.302 -7.812 7.375
H -4.426 -8.826 8.506
H -3.696 -7.240 7.876
C 5.271 -1.094 -9.751
C 4.580 -1.206 -8.402
O 3.576 -2.166 -8.589
C 3.505 -3.279 -7.937
O 4.496 -3.679 -7.274
O 2.355 -3.909 -8.279
C 2.018 -5.148 -7.715
H 5.628 -2.031 -10.178
H 6.104 -0.393 -9.697
H 4.531 -0.674 -10.432
H 4.162 -0.218 -8.209
H 5.292 -1.469 -7.620
H 2.835 -5.864 -7.807
H 1.139 -5.493 -8.259
H 1.700 -5.079 -6.675
C 2.911 5.371 -3.380
C 4.195 4.510 -3.384
O 3.881 3.259 -2.766
C 4.793 2.291 -2.850
O 5.826 2.351 -3.524
O 4.386 1.220 -2.078
C 5.082 0.047 -2.103
H 3.179 6.321 -3.843
H 2.552 5.604 -2.378
H 2.134 4.894 -3.978
H 4.971 5.016 -2.810
H 4.620 4.421 -4.384
H 6.158 0.221 -2.102
H 4.875 -0.628 -2.933
H 4.809 -0.514 -1.209
C -0.742 -2.932 -0.739
C -1.787 -2.318 0.134
O -1.572 -0.880 0.205
C -0.692 -0.328 1.081
O -0.066 -0.960 1.935
O -0.584 0.974 0.721
C 0.277 1.844 1.390
H -0.812 -4.004 -0.553
H 0.273 -2.672 -0.440
H -0.852 -2.672 -1.791
H -1.692 -2.740 1.134
H -2.739 -2.536 -0.351
H -0.010 1.902 2.440
H 0.085 2.823 0.952
H 1.327 1.550 1.411
C 2.276 -6.600 4.335
Cl 3.253 -6.313 2.897
Cl 0.663 -6.985 3.810
H 2.714 -7.473 4.819
H 2.249 -5.735 4.997
C -3.241 5.212 7.599
Cl -4.567 4.009 7.341
Cl -1.693 4.304 7.616
H -3.251 5.862 6.725
H -3.439 5.853 8.458
```

Results
**DFT total energy**: -6420.4811 Eh
**HOMO-LUMO gap**: 9.5 eV
**LUMO**: 0.09 eV
**HOMO energy**: -9.414 eV
**Total charge**: 0

Löwdin atomic charge list, values in e, 2 entries: C -0.06; C -0.43



DFT (ωB97M-V/def2-TZVPD) results for C39H34BClN5O5V as an isolated structure at a distorted geometry.

Geometry as XYZ:
```
86
C39H34BClN5O5V, DFT ωB97M-V/def2-TZVPD
V 0.774 -0.868 0.288
C 2.287 -3.466 -3.024
C 1.618 -2.430 -2.165
N 1.732 -2.397 -0.868
N 2.554 -3.226 -0.212
C 3.032 -2.589 0.855
O 2.957 -1.332 0.975
C 3.651 -3.469 1.926
C 4.427 -2.740 3.052
C 5.861 -3.099 3.206
C 6.386 -4.168 2.601
C 5.592 -4.991 1.698
C 4.342 -4.657 1.362
C 0.813 -1.380 -2.720
C 0.522 -1.303 -4.091
C -0.294 -0.306 -4.577
C -0.843 0.598 -3.664
C -0.494 0.472 -2.334
N 0.344 -0.437 -1.841
H 2.953 -4.056 -2.399
H 2.864 -3.004 -3.828
H 1.552 -4.133 -3.483
H 4.285 -1.661 2.969
H 6.469 -2.490 3.867
H 7.425 -4.436 2.760
H 6.052 -5.873 1.267
H 3.781 -5.247 0.647
H 0.942 -2.046 -4.754
H -0.517 -0.236 -5.634
H -1.518 1.384 -3.969
H -0.932 1.152 -1.615
O -0.126 2.675 2.626
C 0.161 1.489 2.431
O 0.268 1.150 1.026
C 0.430 0.400 3.252
C 0.662 0.581 4.651
C 1.324 -0.378 5.343
C 1.834 -1.530 4.636
C 2.843 -2.319 5.054
C 3.447 -3.323 4.131
C 2.530 -3.867 3.001
C 1.300 -3.064 2.781
C 1.199 -1.810 3.331
N 0.634 -0.809 2.638
H 0.352 1.515 5.100
H 1.574 -0.256 6.390
H 3.307 -2.147 6.021
H 3.928 -4.138 4.679
H 2.364 -4.949 3.031
H 0.763 -3.256 1.854
Cl -4.525 -1.330 2.553
C -3.369 -1.940 1.433
C -3.604 -3.130 0.763
C -2.642 -3.576 -0.134
C -1.493 -2.831 -0.309
N -1.276 -1.691 0.354
C -2.199 -1.237 1.197
H -4.511 -3.689 0.945
H -2.779 -4.499 -0.677
H -0.701 -3.140 -0.979
H -1.977 -0.316 1.724
C -4.354 6.948 -2.224
C -4.198 5.524 -2.777
C -4.060 5.583 -4.304
C -5.475 4.742 -2.455
C -2.954 4.885 -2.159
C -1.692 5.375 -2.504
C -0.512 4.867 -1.975
C -0.626 3.840 -1.065
O 0.347 3.133 -0.419
B -0.331 2.217 0.374
O -1.712 2.320 0.181
C -1.875 3.348 -0.701
C -3.046 3.849 -1.228
H -5.236 7.429 -2.656
H -3.481 7.557 -2.461
H -4.465 6.927 -1.140
H -4.972 5.988 -4.748
H -3.892 4.586 -4.713
H -3.233 6.221 -4.614
H -6.322 5.200 -2.969
H -5.695 4.751 -1.387
H -5.400 3.705 -2.786
H -1.619 6.183 -3.220
H 0.456 5.248 -2.270
H -3.990 3.424 -0.924
```

Results
**DFT total energy**: -3585.7534 Eh
**Relative energy (zero: lowest compared OMol25 entry of this formula, charge and spin)**: 74.5 kcal/mol
**HOMO-LUMO gap (alpha / beta)**: 3.8 / 3.5 eV
**2S+1**: 4
**LUMO (alpha / beta)**: 1.96 / 1.69 eV
**HOMO energy (alpha / beta)**: -1.826 / -1.858 eV
**Total charge**: -1

Löwdin atomic charge list, values in e, 2 entries: V 0.95; C -0.03